[1]
{
  "formula": "C21H37N5O8",
  "method": "ωB97M-V/def2-TZVPD",
  "multiplicity": 1,
  "relative_energy_kj_mol": 33.0,
  "homo_lumo_gap_ev": 3.51,
  "molar_mass_g_mol": 487.55,
  "homo_energy_ha": -0.2833,
  "symbols": ["C", "C", "C", "C", "C", "C", "N", "O", "C", "C", "C", "H", "H", "H", "H", "H", "H", "H", "H", "H", "H", "H", "H", "H", "H", "H", "H", "H", "H", "N", "O", "O", "O", "C", "C", "C", "C", "C", "C", "N", "O", "O", "H", "H", "H", "H", "H", "C", "O", "N", "C", "C", "H", "H", "H", "H", "H", "H", "H", "C", "O", "N", "C", "C", "H", "H", "H", "H", "H", "H", "H"],
  "xyz": [[0.708, -2.152, -0.643], [1.957, -2.511, -1.621], [3.180, -1.554, -1.546], [4.105, -1.823, -0.389], [4.564, -3.237, -0.490], [3.483, -4.464, -0.609], [2.451, -3.932, -1.525], [1.689, -4.695, -2.166], [2.851, -4.840, 0.643], [4.153, -5.722, -1.268], [1.443, -2.250, -3.122], [0.361, -1.184, -0.757], [1.036, -2.036, 0.419], [-0.051, -2.974, -0.583], [2.759, -0.720, -1.503], [3.648, -1.616, -2.421], [3.914, -1.478, 0.563], [5.006, -1.136, -0.375], [5.235, -3.432, 0.177], [5.069, -3.351, -1.431], [1.983, -5.724, 0.502], [2.298, -4.149, 0.996], [3.609, -5.391, 1.372], [4.708, -5.839, -2.377], [3.525, -6.417, -1.356], [4.997, -5.952, -0.824], [0.497, -2.841, -3.398], [2.103, -2.724, -3.804], [1.441, -1.209, -3.418], [-0.213, 1.703, -1.353], [0.794, 1.169, -0.772], [-0.533, 2.800, -1.176], [-1.185, 0.900, -1.580], [-4.659, 1.982, -1.785], [-5.850, 1.391, -2.543], [-7.144, 2.013, -2.448], [-7.252, 3.235, -1.634], [-6.071, 3.755, -0.691], [-4.751, 3.038, -0.930], [-8.541, 3.912, -1.493], [-8.516, 5.096, -1.449], [-9.600, 3.231, -1.749], [-3.726, 1.632, -2.098], [-5.750, 0.508, -3.108], [-8.079, 1.823, -3.057], [-6.406, 4.735, -0.184], [-3.940, 3.304, -0.142], [-4.142, 2.166, 3.282], [-4.819, 2.726, 2.433], [-2.916, 1.639, 2.936], [-2.189, 0.987, 4.137], [-2.550, 1.359, 1.489], [-4.480, 2.324, 4.224], [-1.105, 1.129, 3.963], [-2.414, -0.079, 4.185], [-2.232, 1.403, 5.085], [-1.755, 0.682, 1.444], [-2.532, 2.325, 0.954], [-3.457, 0.914, 1.042], [3.847, 1.729, 0.723], [5.106, 1.427, 0.519], [3.605, 2.508, 1.781], [2.285, 3.031, 2.185], [4.731, 2.896, 2.738], [2.967, 1.522, 0.235], [1.639, 3.738, 1.578], [2.306, 3.465, 3.128], [1.722, 2.115, 2.345], [5.300, 1.993, 3.060], [4.389, 3.524, 3.548], [5.389, 3.586, 2.113]],
  "forces_ev_per_angstrom": [[2.21, -3.44, 2.11], [-0.43, 2.26, -1.59], [0.32, -6.28, 4.11], [1.85, 0.58, -1.55], [-3.89, -0.63, -3.97], [3.44, 1.23, -2.60], [-5.89, -1.70, -2.19], [3.66, 1.54, 2.36], [1.09, -8.99, 0.04], [2.33, 6.13, -4.49], [-1.48, -2.44, 0.53], [-0.96, 2.04, -1.58], [0.39, -0.51, -0.53], [0.51, 0.87, -0.71], [-3.38, 7.62, 0.49], [2.28, -0.41, -3.57], [-2.13, 0.14, 2.34], [-0.39, -0.77, -1.19], [3.80, -1.71, 4.38], [0.45, 0.12, -0.66], [2.36, 1.99, -0.11], [-3.21, 5.24, 3.28], [-1.50, 1.76, -1.45], [-1.94, 1.80, 2.08], [-5.03, -5.88, 0.06], [3.67, -1.33, 3.45], [0.89, 1.51, 0.88], [1.27, -0.43, -0.55], [-0.47, 0.25, 0.64], [-2.70, -6.33, 4.24], [1.63, 0.35, -1.35], [0.62, 6.75, -0.58], [0.63, -1.18, -2.04], [-4.15, -1.14, -2.36], [-0.19, 3.78, 2.66], [0.94, 2.02, 0.86], [4.45, -1.22, 2.81], [-2.34, -2.23, -4.52], [-2.60, 2.84, 3.45], [-1.87, -3.11, -3.08], [-0.23, 1.94, 1.06], [2.53, 1.43, 1.24], [1.51, -0.89, 0.19], [0.39, -0.72, -0.71], [1.44, -0.44, 0.86], [1.36, -1.92, -0.38], [-1.23, -0.31, -2.10], [1.84, 1.11, -5.28], [-0.59, -0.29, -0.53], [0.01, -0.91, 3.34], [1.31, -0.57, -4.14], [-3.49, 1.57, 1.31], [-0.18, -0.52, 3.75], [-0.35, -0.48, -0.38], [0.06, 0.00, 0.05], [-1.38, 1.37, 1.59], [1.45, -0.47, -0.24], [1.07, -0.56, 0.31], [0.43, -0.25, 0.14], [6.63, 1.11, 2.35], [-4.55, -0.08, -0.30], [0.34, 1.94, 2.21], [-1.42, -1.60, -1.65], [0.67, 0.21, -2.89], [-1.88, -1.08, -2.11], [1.43, -0.94, -0.19], [0.66, 0.82, 1.70], [-0.83, 0.13, -0.14], [-0.47, 0.82, -0.26], [-0.50, -0.36, 0.21], [-0.30, -1.14, 0.92]]
}

=====

[2]
{
  "formula": "C25H19AsN2O9OsS2",
  "method": "ωB97M-V/def2-TZVPD",
  "multiplicity": 1,
  "relative_energy_kj_mol": 35.5,
  "homo_lumo_gap_ev": 7.50,
  "molar_mass_g_mol": 820.72,
  "homo_energy_ha": -0.3235,
  "symbols": ["Os", "N", "C", "C", "C", "C", "C", "C", "C", "C", "C", "C", "C", "C", "H", "H", "H", "H", "H", "H", "H", "H", "H", "H", "O", "As", "O", "O", "C", "C", "C", "C", "C", "C", "S", "O", "O", "O", "H", "H", "H", "H", "H", "O", "S", "O", "N", "C", "O", "C", "C", "C", "C", "C", "C", "H", "H", "H", "H"],
  "xyz": [[0.421, 1.509, 0.919], [1.042, 1.908, -1.117], [0.538, 0.929, -2.055], [1.404, 0.218, -2.868], [0.895, -0.735, -3.738], [-0.469, -0.968, -3.794], [-1.328, -0.246, -2.981], [-0.838, 0.713, -2.100], [-1.737, 1.492, -1.222], [-2.978, 1.915, -1.679], [-3.828, 2.648, -0.858], [-3.461, 2.952, 0.440], [-2.244, 2.499, 0.934], [-1.370, 1.797, 0.100], [0.669, 2.829, -1.343], [2.058, 1.969, -1.164], [2.468, 0.398, -2.806], [1.572, -1.300, -4.365], [-0.866, -1.720, -4.463], [-2.391, -0.445, -3.003], [-3.275, 1.691, -2.695], [-4.786, 2.975, -1.241], [-4.128, 3.507, 1.086], [-1.986, 2.687, 1.968], [3.563, 3.375, -0.256], [3.082, 3.338, 1.439], [3.456, 4.743, 2.139], [1.357, 3.119, 1.318], [3.942, 1.819, 2.282], [4.672, 2.255, 3.381], [5.349, 1.350, 4.187], [5.294, -0.001, 3.907], [4.570, -0.454, 2.813], [3.901, 0.446, 2.000], [3.025, -0.258, 0.631], [3.274, -1.660, 0.588], [3.315, 0.549, -0.519], [1.548, -0.062, 1.095], [3.930, 4.258, -0.404], [4.689, 3.314, 3.606], [5.910, 1.709, 5.039], [5.816, -0.712, 4.533], [4.522, -1.507, 2.574], [-1.189, -0.844, 1.686], [-1.333, -0.106, 2.920], [-2.642, 0.367, 3.264], [-0.221, 1.113, 2.870], [0.694, 1.028, 3.903], [1.638, 1.770, 4.030], [0.413, -0.146, 4.784], [1.113, -0.524, 5.916], [0.716, -1.683, 6.569], [-0.353, -2.441, 6.098], [-1.058, -2.059, 4.964], [-0.637, -0.909, 4.325], [1.941, 0.078, 6.265], [1.243, -2.006, 7.457], [-0.640, -3.342, 6.623], [-1.892, -2.638, 4.594]],
  "forces_ev_per_angstrom": [[-0.01, -0.09, 0.11], [-0.11, 0.04, 0.05], [0.05, 0.00, 0.02], [-0.02, 0.01, -0.03], [0.04, 0.01, 0.00], [-0.03, -0.01, -0.01], [-0.02, 0.01, 0.01], [0.05, -0.05, -0.02], [-0.04, 0.04, 0.03], [-0.01, 0.01, 0.01], [-0.01, -0.01, -0.04], [0.00, 0.01, 0.03], [0.01, -0.02, 0.01], [-0.02, 0.11, -0.10], [0.02, 0.01, 0.00], [0.01, -0.04, -0.04], [0.00, 0.00, 0.00], [0.00, 0.00, 0.00], [0.00, 0.00, 0.00], [0.01, 0.00, 0.00], [0.01, 0.01, 0.00], [0.00, 0.00, 0.00], [0.00, 0.00, 0.00], [0.00, 0.01, -0.02], [0.00, -0.06, 0.02], [-0.17, 0.05, -0.09], [0.05, 0.01, 0.05], [0.12, -0.10, 0.01], [0.03, 0.03, 0.00], [-0.05, 0.01, -0.05], [0.00, -0.03, 0.01], [0.04, 0.00, 0.05], [-0.01, 0.01, 0.00], [0.02, 0.02, 0.03], [-0.12, 0.04, 0.13], [0.03, 0.02, -0.01], [0.04, 0.04, -0.05], [0.00, -0.16, -0.05], [-0.01, 0.01, -0.02], [0.00, 0.00, 0.01], [0.00, 0.01, -0.01], [-0.01, 0.00, -0.01], [-0.01, 0.01, -0.01], [0.05, -0.01, -0.06], [0.00, 0.19, 0.00], [-0.03, -0.04, -0.01], [-0.03, -0.12, 0.09], [-0.19, -0.09, -0.18], [0.35, 0.20, 0.16], [0.05, 0.01, 0.06], [0.00, 0.01, 0.02], [0.04, 0.02, 0.01], [-0.04, -0.02, -0.02], [0.02, -0.03, 0.02], [-0.10, -0.09, -0.06], [0.00, 0.00, 0.00], [0.00, 0.00, 0.00], [0.00, 0.00, 0.00], [0.00, 0.00, 0.00]]
}

=====

[3]
{
  "formula": "C26H63FN5O7S2",
  "method": "ωB97M-V/def2-TZVPD",
  "multiplicity": 1,
  "homo_lumo_gap_ev": 6.98,
  "total_charge": 1,
  "molar_mass_g_mol": 640.95,
  "homo_energy_ha": -0.3891,
  "symbols": ["C", "C", "C", "F", "N", "S", "C", "C", "C", "S", "C", "C", "O", "O", "C", "C", "O", "H", "H", "H", "H", "H", "H", "H", "H", "H", "H", "H", "H", "H", "H", "H", "H", "H", "H", "H", "C", "C", "C", "O", "C", "N", "H", "H", "H", "H", "H", "H", "H", "H", "H", "H", "H", "C", "C", "C", "O", "C", "N", "H", "H", "H", "H", "H", "H", "H", "H", "H", "H", "H", "C", "C", "C", "O", "C", "N", "H", "H", "H", "H", "H", "H", "H", "H", "H", "H", "H", "C", "C", "C", "O", "C", "N", "H", "H", "H", "H", "H", "H", "H", "H", "H", "H", "H"],
  "xyz": [[-3.265, 4.601, 2.158], [-3.599, 3.128, 2.409], [-2.484, 2.141, 2.148], [-2.094, 2.263, 0.845], [-1.197, 2.275, 2.979], [-1.515, 3.016, 4.585], [-0.630, 0.869, 3.212], [0.613, 0.779, 4.106], [0.352, 0.097, 5.464], [0.790, 1.088, 6.929], [-0.170, 3.177, 2.312], [0.863, 2.420, 1.458], [1.982, 2.260, 1.881], [0.451, 1.996, 0.265], [1.293, 0.954, -0.274], [2.104, 1.331, -1.460], [1.227, -0.114, 0.251], [-2.422, 4.949, 2.750], [-4.137, 5.216, 2.349], [-3.008, 4.727, 1.104], [-4.359, 2.847, 1.677], [-4.062, 2.963, 3.380], [-2.867, 1.130, 2.287], [-2.120, 1.951, 5.133], [-0.491, 0.398, 2.240], [-1.442, 0.336, 3.705], [1.314, 0.146, 3.563], [1.119, 1.731, 4.220], [-0.676, -0.249, 5.557], [0.982, -0.789, 5.529], [0.930, 2.273, 6.329], [0.418, 3.652, 3.092], [-0.664, 3.964, 1.752], [2.425, 2.368, -1.404], [2.979, 0.690, -1.446], [1.515, 1.165, -2.362], [-1.595, 6.437, -2.557], [-0.930, 5.367, -1.698], [0.560, 5.154, -1.998], [0.850, 4.437, -3.175], [0.828, 5.207, -4.368], [-1.712, 4.126, -1.790], [-1.825, 6.067, -3.555], [-2.537, 6.747, -2.106], [-0.962, 7.319, -2.654], [-0.981, 5.705, -0.656], [0.978, 4.551, -1.185], [1.097, 6.112, -1.998], [1.188, 6.224, -4.189], [-0.172, 5.246, -4.805], [1.493, 4.725, -5.082], [-1.334, 3.452, -1.129], [-1.547, 3.704, -2.699], [5.792, -4.000, 4.757], [5.454, -2.519, 4.617], [4.339, -2.040, 5.555], [3.029, -2.424, 5.173], [2.659, -3.746, 5.527], [5.166, -2.226, 3.210], [5.060, -4.632, 4.254], [6.758, -4.205, 4.300], [5.843, -4.300, 5.805], [6.348, -1.953, 4.893], [4.333, -0.946, 5.541], [4.533, -2.346, 6.591], [3.103, -4.043, 6.480], [2.940, -4.463, 4.754], [1.573, -3.769, 5.626], [5.072, -1.223, 3.083], [4.247, -2.602, 2.992], [-0.019, -3.299, -5.728], [1.275, -2.792, -5.103], [1.068, -1.620, -4.134], [0.812, -0.370, -4.748], [-0.529, -0.184, -5.170], [2.237, -2.481, -6.164], [-0.361, -2.658, -6.540], [0.135, -4.291, -6.154], [-0.822, -3.371, -4.992], [1.695, -3.610, -4.509], [1.997, -1.480, -3.571], [0.280, -1.851, -3.402], [-1.234, -0.670, -4.488], [-0.688, -0.561, -6.182], [-0.726, 0.886, -5.176], [3.142, -2.266, -5.755], [1.945, -1.617, -6.611], [-1.895, -4.711, -2.115], [-2.973, -3.648, -2.314], [-4.296, -3.956, -1.600], [-5.090, -4.942, -2.218], [-4.733, -6.284, -1.940], [-3.154, -3.422, -3.750], [-2.066, -5.583, -2.743], [-0.919, -4.308, -2.386], [-1.848, -5.040, -1.075], [-2.596, -2.717, -1.878], [-4.905, -3.048, -1.614], [-4.123, -4.213, -0.545], [-4.367, -6.395, -0.915], [-3.979, -6.654, -2.638], [-5.629, -6.890, -2.059], [-3.775, -2.631, -3.892], [-3.667, -4.214, -4.128]],
  "forces_ev_per_angstrom": [[0.22, -0.41, -0.41], [-0.12, 0.46, -0.10], [-0.64, 0.25, -0.41], [0.09, -0.20, 0.13], [0.03, -0.36, 0.27], [0.12, 0.25, 0.07], [-0.16, -0.13, 0.38], [-0.01, -0.55, -0.18], [0.32, 0.11, -0.01], [-0.05, -0.05, 0.19], [0.31, 0.14, -0.27], [0.73, 0.02, 0.49], [-0.66, 0.16, -0.27], [-0.11, 0.19, 0.08], [0.19, -1.14, 0.13], [0.04, 0.21, 0.40], [-0.12, 0.74, -0.22], [-0.13, 0.19, 0.21], [0.00, 0.09, 0.16], [0.01, 0.07, -0.03], [-0.01, -0.17, 0.00], [0.19, -0.04, 0.08], [0.33, -0.09, 0.17], [0.02, -0.13, -0.14], [0.09, 0.26, -0.21], [-0.11, -0.01, -0.12], [0.11, 0.11, -0.06], [-0.02, 0.12, 0.01], [-0.12, 0.10, 0.01], [0.00, -0.05, 0.00], [-0.05, 0.04, -0.09], [-0.03, -0.12, 0.13], [-0.23, -0.15, -0.13], [-0.16, 0.09, -0.12], [-0.03, -0.14, -0.21], [0.04, 0.03, -0.14], [0.00, 0.09, 0.08], [-0.16, -0.06, -0.30], [0.12, -0.02, 0.21], [-0.10, 0.03, -0.04], [0.04, -0.12, -0.05], [0.23, -0.05, 0.25], [0.05, -0.05, -0.04], [-0.02, -0.04, -0.01], [0.01, 0.00, -0.01], [0.05, 0.02, 0.04], [0.02, -0.03, -0.01], [-0.07, 0.04, 0.00], [-0.03, 0.02, 0.02], [-0.01, 0.08, 0.02], [0.02, -0.04, 0.01], [-0.05, -0.03, 0.00], [-0.07, 0.11, -0.07], [0.08, -0.01, 0.05], [-0.11, -0.19, -0.11], [0.11, 0.21, 0.04], [-0.12, -0.02, 0.03], [-0.10, 0.06, -0.09], [-0.10, 0.16, 0.12], [-0.05, 0.02, 0.00], [-0.01, 0.01, -0.04], [-0.01, 0.00, 0.00], [-0.02, 0.06, 0.04], [-0.05, 0.00, -0.02], [0.02, -0.08, -0.02], [0.03, -0.02, 0.00], [0.06, -0.04, 0.06], [0.00, 0.03, 0.02], [0.10, -0.01, -0.03], [0.04, -0.09, -0.05], [-0.08, -0.17, 0.06], [-0.13, 0.09, -0.22], [0.23, -0.09, 0.17], [-0.17, 0.02, 0.11], [0.10, 0.09, -0.04], [0.06, 0.12, 0.22], [0.04, 0.06, -0.01], [0.07, 0.02, -0.04], [-0.02, 0.03, -0.02], [0.02, 0.03, 0.06], [0.01, 0.05, -0.04], [-0.06, -0.04, -0.08], [-0.01, -0.07, -0.03], [-0.07, -0.06, 0.03], [0.03, 0.08, 0.02], [0.02, -0.10, -0.03], [-0.04, -0.05, -0.09], [0.08, 0.05, 0.07], [0.06, -0.22, -0.10], [-0.05, 0.16, 0.07], [0.04, -0.06, 0.00], [-0.09, 0.00, -0.08], [-0.15, 0.14, 0.11], [-0.06, -0.02, -0.01], [-0.01, 0.00, -0.04], [-0.01, -0.01, 0.00], [-0.05, 0.04, 0.03], [-0.03, -0.01, -0.03], [0.08, -0.04, -0.02], [0.04, 0.00, 0.01], [0.06, -0.01, 0.07], [-0.02, 0.02, 0.01], [0.05, 0.03, -0.02], [0.08, -0.05, -0.05]]
}

=====

Electronic energy values (in eV) by entry order: -46186.896; -132616.855; -74145.135.
LUMO values (in eV) by entry order: -4.20; -1.30; -3.61.